{"formula": "C17H39CuN6O11", "method": "wB97M-V/def2-TZVPD", "lumo_energy_ev": [-2.5, -7.3], "homo_lumo_gap_ev": [8.867, 4.087], "spin_multiplicity": 2, "charge": 1, "species": ["H", "H", "N", "C", "H", "H", "H", "O", "H", "H", "H", "H", "C", "O", "H", "O", "H", "H", "H", "N", "H", "C", "C", "H", "C", "C", "H", "O", "O", "O", "O", "C", "N", "H", "C", "O", "C", "C", "H", "N", "H", "C", "O", "H", "C", "C", "H", "H", "H", "H", "C", "H", "H", "C", "H", "H", "H", "N", "Cu", "H", "H", "H", "O", "O", "H", "N", "C", "H", "H", "H", "H", "H", "H", "C"], "coordinates": [[-4.81297, -2.02258, -0.56931], [3.32493, -0.52956, -6.29166], [-2.23818, 5.24709, -0.87649], [2.22077, -1.59493, -4.42970], [-1.36584, 4.95290, -2.81469], [4.24683, -1.96764, -6.81488], [1.51699, 0.25724, 1.87546], [-0.61154, 4.10724, 0.17066], [-2.41260, -2.83421, 1.98621], [4.09459, 0.74421, 2.51452], [-3.62385, -0.69598, 3.91139], [1.67433, -3.14855, 0.47633], [-4.05827, 0.08038, 3.29090], [-6.02753, -1.21595, 1.58184], [-3.22700, 5.42701, -0.86674], [-0.68078, -5.07327, 1.37493], [-0.46006, 5.90193, -1.62802], [1.48985, -4.76464, -0.33919], [2.59107, -0.99455, 1.73107], [-4.01000, -0.20768, 1.86118], [-3.66825, 4.75120, 1.16020], [4.77392, 1.18108, 1.76473], [-5.01807, -0.72446, 1.11077], [0.42362, -3.18032, -2.30868], [-1.74557, 4.57116, 0.15998], [-1.46039, 5.68216, -2.01307], [0.85960, -1.41821, -2.19446], [1.28900, -2.40002, 3.60399], [3.39400, -2.00595, -4.86688], [-0.02255, -0.34583, -0.13408], [0.49620, 1.57730, 0.76524], [-0.16202, -0.49117, 3.68604], [1.81275, -0.63708, 2.25478], [-2.32531, -1.72672, 0.67805], [3.46064, 0.13828, -1.67177], [1.74222, -2.53363, -3.63864], [1.04820, -1.27278, 3.16946], [-2.13997, -2.76301, 0.93605], [-1.06103, -0.96939, 3.30416], [4.10909, 0.15422, -0.35580], [-0.23284, -1.97477, -3.50027], [-2.69043, 4.27876, 1.28458], [3.23601, 2.16925, 0.21788], [-0.17761, 0.54639, 3.36073], [3.94936, 1.19648, 0.49426], [-0.07360, -4.06175, 0.93397], [2.40953, -0.15902, -1.52455], [-3.49091, 1.01283, 3.34144], [5.57670, 0.46202, 1.61552], [3.89862, -0.65235, -2.27603], [-4.69675, -0.97070, -0.35540], [-3.25045, 0.20178, 1.33671], [-2.62290, -3.43369, 0.23085], [3.98560, -1.33707, -5.97474], [-2.25671, 4.70400, 2.19092], [4.87049, -0.84968, -5.56562], [-3.70845, -0.57422, -0.63392], [-0.37893, 0.70674, 0.47429], [1.42774, 3.57063, 0.18318], [-0.08526, -0.62378, 4.76300], [5.05958, 2.14642, 2.15192], [-5.28513, -0.27528, -0.96155], [-1.58725, 0.88085, 0.76048], [1.67405, -0.57642, -4.72421], [1.96836, -4.64923, 1.40455], [-0.68943, -2.94704, 0.72349], [0.58333, -2.25027, -2.83879], [-1.78540, 6.64325, -2.40480], [-2.90173, 3.22754, 1.45843], [-5.05574, 0.35457, 3.62126], [-0.26814, -2.16218, 0.22657], [4.32493, -0.75523, 0.01433], [3.42084, 1.09717, -2.16949], [1.41568, -4.20126, 0.58712]], "atomic_forces_ev_per_a": [[-0.24, -0.01, -0.32], [-0.03, -0.17, -0.19], [-0.55, 0.36, -0.30], [-0.14, -0.13, -0.49], [-0.20, -0.12, 0.05], [-0.19, -0.55, 0.26], [-0.19, -0.07, 0.20], [1.74, 0.24, 0.08], [-0.03, -0.63, -0.04], [0.27, 0.10, 0.08], [-0.03, -0.11, 0.06], [0.49, -0.15, -0.17], [0.02, 1.16, -0.93], [-0.17, 0.57, 0.21], [0.00, 0.15, 0.02], [-0.03, -0.60, 0.37], [0.03, -0.25, -0.19], [0.17, -0.02, -0.01], [0.02, -0.81, 0.50], [-0.20, 0.16, -0.35], [0.14, 0.13, -0.13], [-1.18, -1.60, -0.04], [0.14, -1.77, 0.33], [-0.32, 0.02, 0.16], [-0.77, -0.99, -0.28], [1.13, 0.44, 0.31], [-0.50, -0.04, 0.27], [-0.12, 0.62, -0.73], [0.54, -1.17, -0.31], [-0.09, 0.71, 0.47], [-0.79, -1.19, 0.01], [0.82, -0.44, -0.38], [-0.05, 1.10, -0.56], [-0.10, -0.05, -0.25], [-1.35, -0.93, 0.71], [0.14, -1.04, 0.73], [-0.01, -0.81, 0.45], [0.67, 0.44, -0.32], [-0.11, -0.12, 0.14], [-0.44, 0.49, -0.51], [-0.26, -0.04, 0.22], [-0.68, 0.67, 0.54], [-0.17, 0.14, -0.28], [0.07, 0.09, 0.22], [0.29, 1.31, 0.08], [0.69, 0.68, -0.43], [0.12, 0.23, -0.13], [0.27, -0.20, 0.68], [0.36, 0.36, 0.33], [0.36, 0.27, -0.13], [0.72, 2.11, -0.08], [-0.02, -0.04, 0.24], [-0.59, -0.02, 0.41], [0.12, 1.73, 0.47], [0.03, -0.16, 0.06], [0.23, -0.13, -0.31], [0.20, -0.63, 0.29], [-0.61, 0.19, -0.43], [-0.41, -0.84, 0.06], [-0.42, 0.31, 0.05], [0.21, 0.25, -0.40], [-0.72, -0.73, -0.04], [1.63, 0.02, -0.21], [-0.55, 0.96, 0.05], [-0.01, -0.10, 0.04], [-0.73, 0.04, 0.13], [0.90, 0.54, -0.83], [-0.51, -0.17, 0.01], [0.54, -0.20, -0.25], [-0.21, -0.44, -0.05], [0.54, 0.23, 0.26], [0.59, 0.13, 0.12], [0.51, 0.16, 0.09], [-0.99, 0.39, 0.28]], "mulliken_spin": [0.0003, 0.0000, 0.0000, 0.0000, 0.0000, 0.0000, 0.0000, -0.0001, 0.0045, 0.0000, 0.0001, 0.0158, -0.0001, 0.0000, 0.0000, 0.8822, 0.0000, -0.0032, -0.0004, 0.0003, 0.0000, 0.0000, 0.0000, -0.0002, 0.0000, 0.0000, -0.0002, 0.0002, 0.0000, 0.0032, 0.0004, 0.0004, 0.0003, -0.0074, 0.0001, 0.0000, -0.0003, 0.0012, -0.0007, -0.0001, 0.0000, 0.0000, 0.0000, 0.0000, 0.0000, -0.0409, -0.0001, 0.0000, 0.0000, 0.0000, 0.0000, 0.0001, 0.0051, 0.0000, 0.0000, 0.0000, 0.0000, -0.0007, 0.0001, 0.0000, 0.0000, 0.0000, -0.0003, 0.0000, -0.0003, 0.0648, 0.0006, 0.0000, 0.0000, 0.0000, -0.0068, 0.0000, 0.0000, 0.0822]}